DFT (ωB97M-V with the def2-TZVPD basis set) results for the ion C5H12N2O with charge +1.

Element x y z (Å)
N  -0.55731  -2.93149  -1.16223
C  -0.68238  -2.16636  0.11061
C  0.31045  -0.95853  -0.01563
N  -0.16604  0.21223  0.60746
C  0.68380  2.53930  -0.64497
C  0.33257  1.57551  0.65600
C  -0.76956  2.45022  1.28738
O  1.17137  -1.14527  -0.85397
H  0.24126  -3.50234  -1.00017
H  -0.47895  -2.40573  -2.10152
H  -1.63911  -1.64502  0.21620
H  -0.73598  -2.75325  0.97574
H  -0.88025  0.08034  1.49542
H  -0.30919  2.75469  -1.17694
H  1.32797  1.96798  -1.37472
H  1.02751  3.43598  -0.15726
H  1.25898  1.43882  1.23168
H  -1.74790  2.10942  0.97348
H  -0.93441  2.56895  2.33631
H  -0.68660  3.50634  0.93658

Output
Maximum force, Eh/bohr: 0.0802
Lowest unoccupied orbital energy (alpha / beta), eV: -3.3 / -8.9
Total energy, eV: -10396.4647
Net charge: +1
Relative energy (zero: lowest compared OMol25 entry of this formula, charge and spin), kJ/mol: 273.8
Spin multiplicity: 2
<S²>: 0.7561
HOMO (alpha / beta), eV: -13.94 / -13.84